(w)
The following is a quantum chemistry calculation of a 2-piece molecular cluster, C2H5N2O2 overall, from the OMol25 dataset.

Summary:
* Kohn-Sham gap (spin up / spin down): 6.9899 / 6.9892 eV
* LUMO (spin up / spin down): 4.12 / 4.12 eV
* net charge: -1

Last columns: bonded neighbours and bond lengths (Å).
Cartesian coordinates (Å):
1 C 2.394 0.330 0.079  C2 1.343, H7 1.157, H8 1.045
2 C 1.070 0.226 -0.121  C1 1.343, N3 1.229
3 N -0.147 0.172 0.046  C2 1.229, N4 1.362
4 N -1.120 1.096 0.273  N3 1.362, O5 1.357, H10 1.014
5 O -2.334 0.587 -0.057  N4 1.357
6 O -1.739 -1.993 0.056  H9 0.913, H11 1.127
7 H 3.224 -0.252 -0.478  C1 1.157
8 H 2.841 0.709 0.944  C1 1.045
9 H -1.101 -1.809 -0.572  O6 0.913
10 H -0.841 1.921 -0.247  N4 1.014
11 H -2.248 -0.988 0.078  O6 1.127

=====

(x)
The following is a quantum chemistry calculation of a 2-piece molecular cluster, C2H5N2O2 overall, from the OMol25 dataset.

Summary:
* Kohn-Sham gap: 8.3746 eV
* LUMO: 4.01 eV
* net charge: -1

Last columns: bonded neighbours and bond lengths (Å).
Cartesian coordinates (Å):
1 N -0.580 0.486 -0.678  C2 1.347, H4 1.059, H5 0.993
2 C -1.203 1.313 0.183  N1 1.347, N3 1.291, H6 1.094
3 N -1.449 0.957 1.399  C2 1.291, H7 1.007
4 H -0.129 -0.416 -0.355  N1 1.059
5 H -0.335 0.817 -1.581  N1 0.993
6 H -1.433 2.307 -0.213  C2 1.094
7 H -1.891 1.723 1.880  N3 1.007
8 O 0.523 -1.922 0.059  C9 1.257
9 C 1.751 -1.781 -0.164  O8 1.257, O10 1.238, H11 1.119
10 O 2.350 -0.881 -0.768  C9 1.238
11 H 2.396 -2.603 0.239  C9 1.119

=====

Most stable: (x). Least stable: (w).

=====

(w)
The following is a quantum chemistry calculation of a 3-piece molecular cluster, CH2N2O2S overall, from the OMol25 dataset.

Summary:
* Kohn-Sham gap: 10.2817 eV
* LUMO: 0.56 eV
* SMILES: O=C=O.N#N.S

Last columns: bonded neighbours and bond lengths (Å).
Cartesian coordinates (Å):
1 C -0.611 -1.389 0.396  O4 1.139, O5 1.149
2 N 1.618 -1.723 2.372  N3 1.099
3 N 1.284 -1.173 1.480  N2 1.099
4 O -0.129 -1.007 -0.563  C1 1.139
5 O -1.259 -1.870 1.215  C1 1.149
6 S -0.437 2.573 -2.281  H7 1.329, H8 1.360
7 H -0.249 1.471 -1.563  S6 1.329
8 H -0.217 3.118 -1.055  S6 1.360

=====

(x)
The following is a quantum chemistry calculation of a 2-piece molecular cluster, CH2N2O2S overall, from the OMol25 dataset.

Summary:
* Kohn-Sham gap (spin up / spin down): 8.8811 / 6.0208 eV
* LUMO (spin up / spin down): -2.97 / -4.38 eV

Last columns: bonded neighbours and bond lengths (Å).
Cartesian coordinates (Å):
1 C -2.572 -0.602 0.607  N2 1.142
2 N -3.491 -1.262 0.451  C1 1.142
3 N 1.549 -0.399 -0.185  S6 1.790, H7 0.953, H8 0.936
4 O 0.686 1.721 0.869  S6 1.426
5 O 0.198 1.392 -1.534  S6 1.398
6 S 0.314 0.896 -0.233  N3 1.790, O4 1.426, O5 1.398
7 H 1.211 -1.219 -0.531  N3 0.953
8 H 2.106 -0.526 0.557  N3 0.936

=====

Most stable: (w). Least stable: (x).

=====

(w)
The following is a quantum chemistry calculation of a 3-piece molecular cluster, CH2N2O2S overall, from the OMol25 dataset.

Summary:
* Kohn-Sham gap: 10.5575 eV
* LUMO: 0.69 eV
* SMILES: O=C=O.N#N.S

Last columns: bonded neighbours and bond lengths (Å).
Cartesian coordinates (Å):
1 C -1.932 -3.140 -0.977  O4 1.137, O5 1.159
2 N -3.207 -0.737 -2.158  N3 1.106
3 N -3.493 -1.564 -2.834  N2 1.106
4 O -1.156 -3.340 -1.784  C1 1.137
5 O -2.701 -2.945 -0.132  C1 1.159
6 S 0.565 1.198 0.290  H7 1.321, H8 1.286
7 H 1.836 1.535 0.161  S6 1.321
8 H 0.479 2.002 1.290  S6 1.286

=====

(x)
The following is a quantum chemistry calculation of a 2-piece molecular cluster, CH2N2O2S overall, from the OMol25 dataset.

Summary:
* Kohn-Sham gap (spin up / spin down): 8.3983 / 8.2864 eV
* LUMO (spin up / spin down): -0.12 / -0.37 eV

Last columns: bonded neighbours and bond lengths (Å).
Cartesian coordinates (Å):
1 C 1.523 0.092 4.291  O5 1.155
2 N 1.043 0.759 -0.196  N3 1.291, S6 1.535, H7 1.030
3 N 0.654 0.162 0.880  N2 1.291, H8 1.020
4 O 2.033 2.053 1.301  S6 1.462
5 O 1.797 -0.740 3.539  C1 1.155
6 S 2.103 1.868 -0.148  N2 1.535, O4 1.462
7 H 0.673 0.517 -1.127  N2 1.030
8 H 0.940 0.646 1.731  N3 1.020

=====

Most stable: (w). Least stable: (x).

=====

(w)
The following is a quantum chemistry calculation of an isolated ion of composition C5H12N2O and charge +1, from the OMol25 dataset.

Summary:
* Kohn-Sham gap (spin up / spin down): 9.7500 / 4.8315 eV
* LUMO (spin up / spin down): -3.56 / -8.46 eV
* ⟨S²⟩: 0.75
* net charge: +1
* 2S+1: 2

Last columns: bonded neighbours and bond lengths (Å).
Cartesian coordinates (Å):
1 N -2.008 -0.059 0.804  C2 1.489, H9 0.992, H10 0.988
2 C -0.787 -0.902 0.679  N1 1.489, C3 1.583, C4 1.590, H11 1.126
3 C -0.402 -1.666 2.012  C2 1.583, H12 1.040, H13 1.052, H14 1.044
4 C 0.389 0.100 0.306  C2 1.590, N5 1.489, O8 1.162
5 N 0.451 0.440 -1.143  C4 1.489, C6 1.483, C7 1.451
6 C -0.034 1.818 -1.398  N5 1.483, H15 1.020, H16 1.007, H17 1.078
7 C 1.785 0.160 -1.639  N5 1.451, H18 1.148, H19 1.189, H20 1.076
8 O 1.105 0.515 1.123  C4 1.162
9 H -2.021 0.754 1.372  N1 0.992
10 H -2.720 -0.726 0.965  N1 0.988
11 H -0.866 -1.564 -0.228  C2 1.126
12 H 0.609 -1.814 1.814  C3 1.040
13 H -0.998 -2.523 2.135  C3 1.052
14 H -0.483 -1.088 2.877  C3 1.044
15 H -0.794 2.109 -0.782  C6 1.020
16 H -0.322 1.805 -2.363  C6 1.007
17 H 0.688 2.593 -1.200  C6 1.078
18 H 2.701 0.666 -1.168  C7 1.148
19 H 2.002 -0.998 -1.476  C7 1.189
20 H 1.705 0.379 -2.690  C7 1.076

=====

(x)
The following is a quantum chemistry calculation of a 2-piece molecular cluster, C5H12N2O overall, from the OMol25 dataset.

Summary:
* Kohn-Sham gap (spin up / spin down): 8.9631 / 5.2836 eV
* LUMO (spin up / spin down): -4.15 / -7.79 eV
* ⟨S²⟩: 0.75
* net charge: +1
* 2S+1: 2

Last columns: bonded neighbours and bond lengths (Å).
Cartesian coordinates (Å):
1 C 1.367 -0.706 -1.805  N4 1.480, H5 1.094, H6 1.085, H7 1.094
2 N 0.880 2.018 -1.733  C3 1.367, H8 1.005, H9 1.007
3 C -0.127 1.094 -1.744  N2 1.367, N4 1.289, H10 1.087
4 N 0.003 -0.178 -1.581  C1 1.480, C3 1.289
5 H 1.674 -0.633 -2.853  C1 1.094
6 H 1.358 -1.770 -1.593  C1 1.085
7 H 2.165 -0.179 -1.273  C1 1.094
8 H 0.606 2.975 -1.591  N2 1.005
9 H 1.729 1.800 -1.239  N2 1.007
10 H -1.118 1.506 -1.917  C3 1.087
11 C -1.375 -1.951 1.958  C12 1.392, H15 1.083, H16 1.085
12 C -0.596 -0.836 1.665  C11 1.392, O13 1.316, C14 1.494
13 O 0.508 -0.978 0.960  C12 1.316, H17 1.024
14 C -0.981 0.556 2.047  C12 1.494, H18 1.087, H19 1.095, H20 1.088
15 H -1.998 -1.934 2.844  C11 1.083
16 H -1.212 -2.847 1.368  C11 1.085
17 H 0.276 -0.604 0.035  O13 1.024
18 H -1.817 0.556 2.742  C14 1.087
19 H -0.133 1.005 2.576  C14 1.095
20 H -1.208 1.105 1.135  C14 1.088

=====

Most stable: (x). Least stable: (w).